Record 1
This record from OMol25 describes a cluster of 3 separate species, C31H44FN5O6PS2 in total. The level of theory is wB97M-V/def2-TZVPD.

Bonds (Å) are listed after each position.
Geometry (Å):
1 C 0.101 -4.255 0.827  C2 1.529, H35 1.097, H36 1.094, H37 1.094
2 C -0.541 -3.519 2.003  C1 1.529, C3 1.536, H38 1.093, H39 1.094
3 C -2.035 -3.829 2.168  C2 1.536, C4 1.532, H40 1.094, H41 1.096
4 C -2.941 -3.409 1.006  C3 1.532, C5 1.537, H42 1.097, H43 1.093
5 C -3.152 -1.891 0.885  C4 1.537, C6 1.545, H44 1.094, H45 1.093
6 C -1.992 -1.168 0.165  C5 1.545, C7 1.529, H46 1.092, H47 1.093
7 C -2.434 -0.104 -0.840  C6 1.529, C8 1.556, H48 1.091, H49 1.092
8 C -2.919 -0.660 -2.209  C7 1.556, N9 1.468, H50 1.091, H51 1.089
9 N -2.696 -2.096 -2.426  C8 1.468, N10 1.414, C13 1.329
10 N -3.829 -2.933 -2.295  N9 1.414, C11 1.241
11 C -4.465 -3.178 -3.332  N10 1.241, O12 1.151
12 O -5.083 -3.511 -4.244  C11 1.151
13 C -1.558 -2.747 -2.645  N9 1.329, N14 1.346, N21 1.370
14 N -1.503 -4.083 -2.796  C13 1.346, C15 1.332
15 C -0.219 -4.421 -2.908  N14 1.332, P16 1.839, N19 1.327
16 P 0.387 -6.131 -3.212  C15 1.839, C17 1.814, O18 1.634
17 C -0.865 -6.963 -2.197  P16 1.814, H52 1.090, H53 1.091, H54 1.092
18 O 1.752 -6.194 -2.316  P16 1.634, H55 0.965
19 N 0.498 -3.307 -2.835  C15 1.327, F20 1.330, N21 1.386
20 F 1.821 -3.176 -2.861  N19 1.330
21 N -0.308 -2.190 -2.689  C13 1.370, N19 1.386, S22 1.727
22 S 0.302 -0.587 -2.487  N21 1.727, C23 1.810
23 C 1.487 -0.460 -3.850  S22 1.810, C24 1.523, H56 1.089, H57 1.093
24 C 2.921 -0.577 -3.350  C23 1.523, O25 1.185, O26 1.354
25 O 3.767 -1.167 -3.935  C24 1.185
26 O 3.100 0.098 -2.191  C24 1.354, C27 1.443
27 C 3.707 -0.657 -1.122  O26 1.443, C28 1.529, H58 1.093, H59 1.094
28 C 3.739 0.223 0.128  C27 1.529, C29 1.528, O30 1.429, H60 1.096
29 C 3.165 -0.457 1.370  C28 1.528, H61 1.092, H62 1.092, H63 1.091
30 O 5.082 0.598 0.438  C28 1.429, C31 1.365
31 C 5.649 1.569 -0.337  O30 1.365, O32 1.187, C33 1.517
32 O 6.715 1.389 -0.826  C31 1.187
33 C 4.897 2.872 -0.530  C31 1.517, S34 1.814, H64 1.092, H65 1.089
34 S 3.967 3.553 0.871  C33 1.814, H66 1.336
35 H -0.286 -3.899 -0.136  C1 1.097
36 H -0.128 -5.323 0.893  C1 1.094
37 H 1.188 -4.131 0.815  C1 1.094
38 H -0.039 -3.852 2.915  C2 1.093
39 H -0.372 -2.441 1.923  C2 1.094
40 H -2.398 -3.357 3.086  C3 1.094
41 H -2.125 -4.915 2.285  C3 1.096
42 H -2.532 -3.779 0.057  C4 1.097
43 H -3.915 -3.883 1.150  C4 1.093
44 H -3.219 -1.478 1.896  C5 1.094
45 H -4.103 -1.680 0.390  C5 1.093
46 H -1.342 -1.915 -0.294  C6 1.092
47 H -1.386 -0.660 0.920  C6 1.093
48 H -1.638 0.621 -1.015  C7 1.091
49 H -3.258 0.465 -0.403  C7 1.092
50 H -2.501 -0.095 -3.044  C8 1.091
51 H -3.998 -0.547 -2.290  C8 1.089
52 H -0.904 -6.595 -1.172  C17 1.090
53 H -0.627 -8.028 -2.214  C17 1.091
54 H -1.836 -6.819 -2.676  C17 1.092
55 H 1.818 -5.557 -1.594  O18 0.965
56 H 1.318 -1.221 -4.610  C23 1.089
57 H 1.354 0.512 -4.331  C23 1.093
58 H 4.719 -0.962 -1.399  C27 1.093
59 H 3.132 -1.569 -0.934  C27 1.094
60 H 3.121 1.102 -0.083  C28 1.096
61 H 3.955 -0.984 1.910  C29 1.092
62 H 2.758 0.285 2.060  C29 1.092
63 H 2.365 -1.154 1.116  C29 1.091
64 H 4.270 2.794 -1.421  C33 1.092
65 H 5.663 3.620 -0.730  C33 1.089
66 H 3.464 2.477 1.480  S34 1.336
67 C -3.281 5.786 0.151  C68 1.388, C72 1.388, H73 1.082
68 C -4.529 5.257 0.450  C67 1.388, C69 1.388, H74 1.082
69 C -4.969 4.107 -0.191  C68 1.388, C70 1.388, H75 1.082
70 C -4.155 3.485 -1.128  C69 1.388, C71 1.388, H76 1.084
71 C -2.906 4.012 -1.426  C70 1.388, C72 1.388, H77 1.084
72 C -2.469 5.165 -0.788  C67 1.388, C71 1.388, H78 1.082
73 H -2.941 6.684 0.649  C67 1.082
74 H -5.161 5.742 1.182  C68 1.082
75 H -5.944 3.698 0.038  C69 1.082
76 H -4.500 2.588 -1.629  C70 1.084
77 H -2.273 3.527 -2.160  C71 1.084
78 H -1.498 5.581 -1.024  C72 1.082
79 C 2.214 5.187 3.824  C80 1.388, C84 1.388, H85 1.082
80 C 3.343 5.760 4.394  C79 1.388, C81 1.388, H86 1.083
81 C 3.237 6.452 5.592  C80 1.388, C82 1.388, H87 1.082
82 C 2.005 6.565 6.222  C81 1.388, C83 1.388, H88 1.082
83 C 0.878 5.989 5.653  C82 1.388, C84 1.388, H89 1.082
84 C 0.982 5.301 4.452  C79 1.388, C83 1.388, H90 1.083
85 H 2.299 4.651 2.888  C79 1.082
86 H 4.303 5.667 3.903  C80 1.083
87 H 4.115 6.903 6.035  C81 1.082
88 H 1.924 7.102 7.158  C82 1.082
89 H -0.082 6.078 6.145  C83 1.082
90 H 0.101 4.857 4.004  C84 1.083

Computed properties:
E_HOMO ... -10.739 eV
Total charge ... +1
Spin multiplicity ... 1
HOMO-LUMO gap ... 7.304 eV
Lowest unoccupied orbital energy ... -0.126 Eh

Löwdin atomic charge list, values in e, 6 entries:
1. C -0.108
2. C -0.247
3. C -0.202
4. C -0.211
5. C -0.177
6. C -0.211



Record 2
This record from OMol25 describes the ion C3H8N3 with charge +1 at a distorted geometry. The level of theory is wB97M-V/def2-TZVPD.

Bonds (Å) are listed after each position.
Geometry (Å):
1 H 3.144 0.032 0.813  N2 0.980
2 N 2.508 -0.128 0.085  H1 0.980, C3 1.195
3 C 1.329 -0.082 -0.107  N2 1.195, C4 1.461, C6 1.569
4 C 0.159 -0.240 -0.968  C3 1.461, N5 1.455, C6 1.579, H8 1.178
5 N 0.001 0.692 -2.074  C4 1.455, H9 0.990, H10 1.030
6 C -0.056 0.379 0.469  C3 1.569, C4 1.579, N7 1.480, H11 1.052
7 N -0.862 -0.352 1.471  C6 1.480, H12 1.002, H13 1.013, H14 0.976
8 H -0.443 -1.242 -1.107  C4 1.178
9 H 0.511 1.540 -2.086  N5 0.990
10 H 0.037 0.139 -2.942  N5 1.030
11 H -0.353 1.382 0.585  C6 1.052
12 H -0.706 -0.195 2.449  N7 1.002
13 H -0.594 -1.324 1.370  N7 1.013
14 H -1.785 -0.046 1.389  N7 0.976

Computed properties:
E_HOMO ... -12.927 eV
Total charge ... +1
Spin multiplicity ... 1
HOMO-LUMO gap ... 9.023 eV
Lowest unoccupied orbital energy ... -0.143 Eh

Löwdin atomic charge list, values in e, 6 entries:
1. H 0.081
2. N 0.247
3. C -0.274
4. C -0.231
5. N 0.064
6. C -0.123



Record 3
This record from OMol25 describes the molecule C6H9NO at a distorted geometry. The level of theory is wB97M-V/def2-TZVPD.

Bonds (Å) are listed after each position.
Geometry (Å):
1 C -1.874 -1.543 0.214  C2 1.530, H9 1.123, H10 1.050, H11 1.035
2 C -0.739 -0.565 -0.097  C1 1.530, C3 1.347, C8 1.467
3 C -0.830 0.349 -1.083  C2 1.347, O4 1.372, H12 1.069
4 O 0.138 1.285 -1.344  C3 1.372, C5 1.472
5 C 1.388 1.445 -0.584  O4 1.472, C6 1.498, H13 1.093, H14 1.086
6 C 1.524 0.096 0.053  C5 1.498, N7 1.471, C8 1.513, H15 1.088
7 N 1.520 -0.472 1.411  C6 1.471, C8 1.444, H16 1.025
8 C 0.252 -0.059 0.858  C2 1.467, C6 1.513, N7 1.444, H17 1.088
9 H -2.526 -1.688 -0.689  C1 1.123
10 H -1.498 -2.448 0.590  C1 1.050
11 H -2.425 -1.081 0.958  C1 1.035
12 H -1.579 0.406 -1.843  C3 1.069
13 H 1.288 2.245 0.154  C5 1.093
14 H 2.108 1.676 -1.364  C5 1.086
15 H 1.554 -0.733 -0.651  C6 1.088
16 H 1.792 0.209 2.128  N7 1.025
17 H -0.093 0.879 1.289  C8 1.088

Computed properties:
E_HOMO ... -8.201 eV
Total charge ... 0
Spin multiplicity ... 1
HOMO-LUMO gap ... 9.109 eV
Lowest unoccupied orbital energy ... 0.033 Eh

Löwdin atomic charge list, values in e, 6 entries:
1. C -0.031
2. C -0.235
3. C -0.100
4. O -0.092
5. C -0.107
6. C -0.233



Record 4
This record from OMol25 describes the molecule C2H7NOS2 at a distorted geometry. The level of theory is wB97M-V/def2-TZVPD.

Bonds (Å) are listed after each position.
Geometry (Å):
1 C 0.239 1.152 -1.547  C2 1.567, H7 1.074, H8 1.121, H9 1.114
2 C 1.307 0.759 -0.469  C1 1.567, O3 1.416, H10 1.163, H11 1.090
3 O 0.860 -0.262 0.404  C2 1.416, S4 1.617
4 S 1.420 -0.418 1.912  O3 1.617, N5 2.083
5 N -0.520 -0.360 2.668  S4 2.083, S6 1.783, H12 0.993, H13 1.050
6 S -1.930 -1.114 1.880  N5 1.783
7 H 0.251 2.210 -1.729  C1 1.074
8 H 0.507 0.606 -2.489  C1 1.121
9 H -0.810 1.056 -1.184  C1 1.114
10 H 1.707 1.675 0.126  C2 1.163
11 H 2.101 0.373 -1.109  C2 1.090
12 H -0.626 0.598 2.429  N5 0.993
13 H -0.261 -0.679 3.633  N5 1.050

Computed properties:
E_HOMO (spin up / spin down) ... -7.965 / -7.965 eV
Total charge ... 0
Spin multiplicity ... 1
HOMO-LUMO gap (spin up / spin down) ... 7.036 / 7.037 eV
Lowest unoccupied orbital energy (spin up / spin down) ... -0.034 / -0.034 Eh

Löwdin atomic charge list, values in e, 6 entries:
1. C -0.071
2. C -0.334
3. O -0.627
4. S 0.862
5. N -0.649
6. S 0.314



What did the third record say?
This record from OMol25 describes the molecule C6H9NO at a distorted geometry. The level of theory is wB97M-V/def2-TZVPD.

Bonds (Å) are listed after each position.
Geometry (Å):
1 C -1.874 -1.543 0.214  C2 1.530, H9 1.123, H10 1.050, H11 1.035
2 C -0.739 -0.565 -0.097  C1 1.530, C3 1.347, C8 1.467
3 C -0.830 0.349 -1.083  C2 1.347, O4 1.372, H12 1.069
4 O 0.138 1.285 -1.344  C3 1.372, C5 1.472
5 C 1.388 1.445 -0.584  O4 1.472, C6 1.498, H13 1.093, H14 1.086
6 C 1.524 0.096 0.053  C5 1.498, N7 1.471, C8 1.513, H15 1.088
7 N 1.520 -0.472 1.411  C6 1.471, C8 1.444, H16 1.025
8 C 0.252 -0.059 0.858  C2 1.467, C6 1.513, N7 1.444, H17 1.088
9 H -2.526 -1.688 -0.689  C1 1.123
10 H -1.498 -2.448 0.590  C1 1.050
11 H -2.425 -1.081 0.958  C1 1.035
12 H -1.579 0.406 -1.843  C3 1.069
13 H 1.288 2.245 0.154  C5 1.093
14 H 2.108 1.676 -1.364  C5 1.086
15 H 1.554 -0.733 -0.651  C6 1.088
16 H 1.792 0.209 2.128  N7 1.025
17 H -0.093 0.879 1.289  C8 1.088

Computed properties:
E_HOMO ... -8.201 eV
Total charge ... 0
Spin multiplicity ... 1
HOMO-LUMO gap ... 9.109 eV
Lowest unoccupied orbital energy ... 0.033 Eh

Löwdin atomic charge list, values in e, 6 entries:
1. C -0.031
2. C -0.235
3. C -0.100
4. O -0.092
5. C -0.107
6. C -0.233



Which formula does entry 4 have?
C2H7NOS2